1.
C4H5NO | the ωB97M-V functional and the def2-TZVPD basis

CARTESIAN COORDINATES (ANGSTROEM)
1 C -1.123 -0.494 0.370
2 C -0.009 0.340 -0.213
3 C 1.279 -0.036 -0.306
4 O 1.828 -1.123 0.265
5 C -0.341 1.649 -0.695
6 N -0.614 2.729 -1.015
7 H -1.597 -0.022 1.235
8 H -1.898 -0.646 -0.389
9 H -0.772 -1.490 0.664
10 H 1.243 -1.434 0.970
11 H 2.003 0.526 -0.886

Cartesian forces (eV/Å) of the 3 atoms listed first:
C -0.01 -0.04 0.06
C 0.19 -0.09 0.00
C -0.16 0.30 -0.09

spin multiplicity = 1
relative energy (zero: lowest compared OMol25 entry of this formula, charge and spin) = 84.8 kJ/mol
HOMO energy = -9.402 eV

Results of the Mulliken charge analysis, in e, for atoms 1 through 5: C -1.128; C 0.421; C -0.081; O -0.483; C 0.086

2.
C17H27N3O2 | the ωB97M-V functional and the def2-TZVPD basis

CARTESIAN COORDINATES (ANGSTROEM)
1 C 6.969 1.301 -0.978
2 C 5.794 0.449 -0.515
3 C 5.691 0.410 1.008
4 H 5.543 1.424 1.392
5 H 6.625 0.031 1.427
6 C 4.549 -0.487 1.490
7 N 3.249 -0.022 1.060
8 C 2.632 -0.612 -0.013
9 O 3.034 -1.654 -0.496
10 N 1.543 0.055 -0.530
11 C 0.697 0.974 0.201
12 H 1.247 1.500 0.979
13 C -0.484 0.222 0.824
14 N -1.233 -0.437 -0.225
15 C -2.573 -0.752 0.011
16 C -3.063 -2.050 -0.093
17 C -4.408 -2.332 0.076
18 C -5.290 -1.315 0.371
19 C -4.829 -0.011 0.479
20 C -3.490 0.288 0.290
21 O -2.963 1.555 0.366
22 C -3.823 2.674 0.340
23 C -4.466 2.896 -1.026
24 H -5.101 2.055 -1.294
25 H -5.066 3.802 -1.007
26 H -3.693 2.997 -1.784
27 H -4.587 2.603 1.124
28 H -3.167 3.517 0.582
29 H -5.538 0.770 0.702
30 H -6.340 -1.520 0.514
31 H -4.757 -3.350 -0.014
32 H -2.382 -2.859 -0.302
33 C -0.407 -1.386 -0.942
34 H -0.991 -1.839 -1.743
35 C 0.782 -0.636 -1.553
36 H 1.449 -1.338 -2.053
37 H 0.419 0.108 -2.267
38 H -0.017 -2.179 -0.283
39 H -1.132 0.922 1.347
40 H -0.093 -0.516 1.546
41 H 0.310 1.709 -0.512
42 H 3.062 0.949 1.248
43 H 4.553 -0.537 2.585
44 H 4.666 -1.494 1.086
45 H 4.868 0.849 -0.934
46 H 5.906 -0.570 -0.890
47 H 7.905 0.901 -0.595
48 H 6.865 2.325 -0.623
49 H 7.022 1.319 -2.064

Cartesian forces (eV/Å) of the 3 atoms listed first:
C -0.21 -0.13 -0.03
C 0.18 0.14 0.19
C -0.31 -0.27 -0.25

spin multiplicity = 1
relative energy (zero: lowest compared OMol25 entry of this formula, charge and spin) = 128.5 kJ/mol
HOMO energy = -7.702 eV

Results of the Mulliken charge analysis, in e, for atoms 1 through 5: C -1.437; C 0.024; C -0.614; H 0.307; H 0.351

3.
C6H14ClNdO2V | the ωB97M-V functional and the def2-TZVPD basis

CARTESIAN COORDINATES (ANGSTROEM)
1 Nd 0.291 -0.750 0.683
2 Cl -0.572 1.251 -0.643
3 C -1.906 -1.058 1.387
4 H -1.896 -1.820 2.175
5 H -2.387 -1.451 0.477
6 H -2.518 -0.206 1.713
7 V 0.292 -0.134 -2.953
8 C -1.661 0.550 -3.455
9 C 2.019 1.105 -2.825
10 C 0.703 -1.622 -4.022
11 H 2.580 0.546 -2.036
12 H 2.710 1.167 -3.694
13 H 1.714 2.123 -2.486
14 H -2.281 -0.184 -2.884
15 H -1.805 1.581 -3.060
16 H -1.998 0.470 -4.508
17 H -0.118 -2.216 -4.523
18 H 1.776 -1.937 -4.183
19 C 0.640 0.475 5.735
20 O -0.148 0.339 4.480
21 C 0.435 0.058 3.317
22 O 1.663 0.169 2.978
23 H 1.273 -0.384 5.968
24 H -0.061 0.547 6.554
25 H 1.255 1.381 5.806

Cartesian forces (eV/Å) of the 3 atoms listed first:
Nd 1.67 -0.31 1.21
Cl -0.13 1.11 -0.63
C -1.58 -0.25 0.00

total charge = -2
<S²> = 12.089
spin multiplicity = 7
HOMO energy (alpha / beta) = 0.787 / -0.071 eV

Results of the Mulliken charge analysis, in e, for atoms 1 through 5: Nd 0.806; Cl -0.563; C -1.179; H 0.210; H 0.358

4.
C30H58N3SeSi4Tl | the ωB97M-V functional and the def2-TZVPD basis

CARTESIAN COORDINATES (ANGSTROEM)
1 Tl 0.019 0.314 -0.019
2 C -0.742 3.446 2.459
3 C -0.102 3.449 1.255
4 C -1.005 2.881 0.284
5 C -2.262 2.548 0.988
6 C -2.087 2.866 2.291
7 C -3.084 2.724 3.398
8 C -3.546 2.090 0.355
9 C -0.936 3.164 -1.189
10 C 1.274 4.004 0.999
11 C -0.233 4.021 3.739
12 H -3.454 3.702 3.723
13 H -2.635 2.243 4.271
14 H -3.938 2.124 3.082
15 H -4.382 2.706 0.701
16 H -3.775 1.050 0.596
17 H -3.496 2.175 -0.731
18 H -1.487 4.090 -1.406
19 H -1.376 2.364 -1.790
20 H 0.091 3.303 -1.529
21 H 1.311 5.081 1.189
22 H 1.587 3.845 -0.034
23 H 2.021 3.534 1.646
24 H -0.631 5.032 3.885
25 H 0.857 4.087 3.744
26 H -0.549 3.424 4.596
27 C 0.220 0.681 3.638
28 Si 1.652 -0.336 2.998
29 C 3.050 0.869 2.673
30 C 2.142 -1.474 4.412
31 C 1.206 -1.366 1.518
32 Si -0.146 -2.637 1.717
33 C 0.589 -4.164 2.526
34 C -1.569 -1.993 2.755
35 C -0.885 -3.188 0.092
36 Si 2.655 -1.800 0.457
37 C 2.349 -3.005 -0.933
38 C 4.007 -2.548 1.525
39 C 3.330 -0.244 -0.414
40 C 4.639 -0.214 -0.893
41 C 5.107 0.899 -1.572
42 C 4.246 1.965 -1.780
43 C 2.951 1.859 -1.306
44 N 2.503 0.799 -0.630
45 H 0.583 1.406 4.378
46 H -0.538 0.055 4.124
47 H -0.268 1.239 2.829
48 H 3.323 1.374 3.608
49 H 2.738 1.634 1.952
50 H 3.952 0.390 2.273
51 H 2.477 -0.877 5.271
52 H 2.949 -2.166 4.142
53 H 1.277 -2.070 4.733
54 H 1.052 -3.933 3.493
55 H 1.361 -4.604 1.879
56 H -0.185 -4.925 2.692
57 H -1.312 -1.904 3.818
58 H -2.421 -2.678 2.672
59 H -1.895 -1.005 2.400
60 H -0.162 -3.745 -0.512
61 H -1.236 -2.346 -0.511
62 H -1.749 -3.839 0.274
63 H 1.923 -3.951 -0.577
64 H 3.297 -3.226 -1.438
65 H 1.667 -2.559 -1.667
66 H 3.577 -3.364 2.121
67 H 4.453 -1.826 2.220
68 H 4.808 -2.972 0.908
69 H 5.286 -1.073 -0.738
70 H 6.125 0.933 -1.942
71 H 4.565 2.854 -2.310
72 H 2.237 2.657 -1.479
73 C -3.685 1.447 -3.960
74 N -4.110 0.504 -2.928
75 C -5.529 0.186 -2.824
76 C -3.244 0.060 -2.031
77 N -2.456 -0.329 -1.274
78 H -3.992 1.083 -4.941
79 H -2.600 1.539 -3.947
80 H -4.135 2.428 -3.792
81 H -5.880 -0.245 -3.762
82 H -6.111 1.085 -2.611
83 H -5.688 -0.533 -2.027
84 C 0.783 -1.828 -5.750
85 Si -0.247 -1.829 -4.184
86 C -2.038 -1.609 -4.706
87 C -0.196 -3.574 -3.498
88 Se 0.577 -0.175 -2.888
89 H 0.365 -2.533 -6.481
90 H 1.814 -2.130 -5.531
91 H 0.813 -0.832 -6.205
92 H -2.304 -2.389 -5.434
93 H -2.214 -0.633 -5.170
94 H -2.703 -1.715 -3.843
95 H -0.410 -4.277 -4.314
96 H -0.959 -3.713 -2.724
97 H 0.779 -3.837 -3.073

Cartesian forces (eV/Å) of the 3 atoms listed first:
Tl 0.53 0.20 0.12
C -0.43 0.14 -0.05
C 0.25 0.08 0.34

spin multiplicity = 1
relative energy (zero: lowest compared OMol25 entry of this formula, charge and spin) = 91.2 kJ/mol
HOMO energy (alpha / beta) = -6.898 / -6.899 eV

Results of the Mulliken charge analysis, in e, for atoms 1 through 5: Tl 0.499; C 0.623; C 0.276; C 1.156; C 0.601